Molecular formula: C3H6O2S
Method: DFT, ωB97M-V/def2-TZVPD

CARTESIAN COORDINATES (ANGSTROEM)
C 1.8564 -0.5219 -0.1588
O 0.4981 -0.3828 -0.5470
C -0.0837 0.7527 -0.0069
O -1.4343 0.7933 -0.4165
C -2.2189 -0.1675 0.0841
S -3.7974 -0.2902 -0.2555
H 2.4477 0.3464 -0.4899
H 1.9287 -0.6174 0.9157
H 2.2469 -1.4777 -0.6052
H -0.0787 0.6983 1.0855
H 0.3552 1.7016 -0.3783
H -1.7198 -0.8348 0.7727

Total energy, eV: -18137.03116
SMILES: COCOC=S
Gap between HOMO and LUMO, eV: 9.24
E_LUMO, hartree: 0.0148
ΔE to the lowest compared entry with this formula, charge and spin, kJ/mol: 184.9
HOMO level, eV: -8.84